1.
Molecular formula: C14H30AuNO7P2Si3
Method: DFT, the ωB97M-V functional and the def2-TZVPD basis

Last column: Löwdin charge in e.
CARTESIAN COORDINATES (ANGSTROEM)
Au 1.078 1.449 -0.441  0.942
C -1.015 1.867 -2.751  -0.185
Si -1.356 0.100 -2.240  0.424
C -3.221 -0.042 -2.360  -0.164
C -0.499 -0.981 -3.463  -0.165
C -0.744 -0.246 -0.420  -0.316
Si 0.184 -1.765 0.096  0.279
C 0.985 -2.834 -1.187  -0.138
C -0.019 -2.478 1.803  -0.136
C -1.832 -2.292 -0.469  -0.095
Si -1.694 0.731 0.940  0.496
C -2.982 -0.215 1.869  -0.167
C -2.448 2.316 0.340  -0.170
C -0.368 1.345 2.123  -0.281
C -0.399 1.309 3.505  -0.043
C 0.657 1.836 4.238  -0.038
C 1.723 2.402 3.573  -0.033
C 1.710 2.428 2.190  -0.104
N 0.686 1.924 1.494  -0.101
H -1.097 1.893 -3.842  0.045
H -0.016 2.238 -2.514  0.000
H -1.737 2.571 -2.341  0.022
H -3.493 0.211 -3.390  0.046
H -3.729 0.675 -1.714  0.018
H -3.633 -1.023 -2.146  0.027
H -0.767 -0.613 -4.457  0.045
H -0.778 -2.033 -3.400  0.031
H 0.584 -0.904 -3.354  0.030
H 1.652 -2.239 -1.809  0.041
H 0.293 -3.379 -1.828  0.035
H 1.612 -3.553 -0.653  0.043
H 0.595 -1.973 2.549  0.042
H 0.328 -3.516 1.751  0.051
H -1.048 -2.510 2.159  0.019
H -2.040 -2.252 -1.526  -0.003
H -2.667 -1.903 0.093  0.005
H -1.560 -3.302 -0.160  0.054
H -3.750 -0.594 1.194  0.038
H -3.475 0.479 2.557  0.047
H -2.585 -1.051 2.439  0.030
H -3.237 2.176 -0.397  0.022
H -1.705 2.993 -0.082  0.031
H -2.887 2.800 1.217  0.047
H -1.241 0.849 4.008  0.107
H 0.649 1.792 5.319  0.115
H 2.582 2.797 4.096  0.117
H 2.532 2.834 1.616  0.117
O 3.743 -2.381 0.570  -0.099
P 3.260 -0.889 0.865  0.226
O 3.639 -0.369 2.184  -0.261
O 1.781 -0.909 0.502  -0.362
O 3.964 -0.030 -0.299  -0.257
P 3.689 0.773 -1.674  0.205
O 3.819 2.299 -1.151  -0.173
O 4.698 0.439 -2.677  -0.262
O 2.179 0.642 -2.008  -0.418
H 4.682 -2.519 0.753  0.094
H 4.718 2.628 -1.285  0.081

* frontier orbital gap: 0.2815 Eh
* HOMO level: -8.8 eV
* relative energy (zero: lowest compared OMol25 entry of this formula, charge and spin): 33.4 kcal per mole
* multiplicity: 1


2.
Molecular formula: C14H30FN5O6S
Method: DFT, the ωB97M-V functional and the def2-TZVPD basis

Last column: Löwdin charge in e.
CARTESIAN COORDINATES (ANGSTROEM)
C 2.371 2.955 0.106  -0.129
C 2.140 1.638 -0.898  -0.178
C 2.887 0.299 -0.230  -0.164
O 2.206 -0.911 -0.714  -0.154
C 2.702 -2.135 -0.071  -0.645
S 3.263 -3.304 -1.476  0.830
O 3.956 -1.878 0.712  -0.103
N 4.982 -2.474 0.026  -0.168
O 5.880 -1.662 -0.136  0.041
O 1.774 -2.786 0.861  -0.096
C 0.367 -2.472 0.583  -0.232
C -0.176 -3.067 -0.879  -0.175
N -1.680 -3.015 -1.030  -0.110
C -2.086 -2.856 -2.486  -0.108
C -2.954 -1.437 -2.560  -0.234
O -3.859 -1.213 -3.517  -0.048
N -2.761 -0.371 -1.499  -0.227
C -4.012 0.451 -1.279  -0.120
C -1.536 0.483 -1.744  -0.108
C -0.514 -3.322 1.724  -0.079
C -1.553 -2.386 2.577  -0.259
C -2.533 -1.428 1.676  -0.091
F -2.471 -3.344 3.301  -0.147
H 3.065 3.773 -0.410  0.086
H 1.355 3.491 0.369  0.052
H 2.914 2.651 1.111  0.073
H 2.608 1.952 -1.928  0.110
H 0.996 1.450 -1.072  0.078
H 4.002 0.347 -0.653  0.148
H 2.827 0.463 0.930  0.138
H 3.004 -4.648 -1.056  -0.053
H 0.095 -1.346 0.753  0.146
H 0.123 -4.216 -0.912  0.134
H 0.419 -2.546 -1.754  0.103
H -2.150 -3.876 -0.623  0.119
H -2.730 -3.804 -2.760  0.138
H -1.164 -2.859 -3.223  0.134
H -4.353 1.076 -2.210  0.096
H -3.766 1.213 -0.394  0.108
H -4.874 -0.282 -0.965  0.106
H -0.683 -0.143 -2.250  0.102
H -1.755 1.480 -2.345  0.112
H -1.152 0.831 -0.670  0.085
H 0.267 -3.787 2.498  0.138
H -1.024 -4.253 1.206  0.121
H -1.029 -1.768 3.454  0.160
H -3.213 -1.991 0.908  0.081
H -3.271 -0.894 2.441  0.092
H -1.912 -0.540 1.183  0.074
N 0.282 5.934 2.820  0.153
C 0.549 6.218 1.531  -0.708
N 1.032 7.457 1.322  0.152
O 0.367 5.418 0.627  0.006
H 0.427 6.582 3.576  0.098
H -0.083 5.014 3.022  0.113
H 1.246 7.712 0.368  0.113
H 1.187 8.126 2.056  0.098

* frontier orbital gap: 0.3127 Eh
* HOMO level: -8.8 eV
* SMILES: CCCO[C@@](S)(ON=O)O[C@@H](CNCC(=O)N(C)C)C[C@@H](C)F.NC(N)=O
* multiplicity: 1


3.
Molecular formula: C14H30MnNO3P2
Method: DFT, the ωB97M-V functional and the def2-TZVPD basis

Last column: Mulliken spin population.
CARTESIAN COORDINATES (ANGSTROEM)
Mn 0.055 -0.674 -0.111  3.304
P -1.422 -0.579 2.009  0.021
C -2.833 -1.224 1.154  -0.064
C -3.012 -0.914 -0.200  -0.005
N -1.960 -0.342 -0.916  -0.052
C -2.196 0.222 -2.105  -0.039
C -3.466 0.200 -2.684  -0.040
C -4.480 -0.533 -2.076  0.008
C -4.220 -1.160 -0.876  -0.060
C -1.060 0.894 -2.869  -0.004
P 0.646 0.348 -2.460  -0.043
H -4.933 -1.808 -0.385  0.000
H -3.614 0.705 -3.631  0.001
H -5.456 -0.612 -2.544  -0.001
H -1.208 0.722 -3.940  -0.004
H -1.083 1.977 -2.692  -0.002
H -0.255 -4.180 -0.289  0.001
H -3.361 -2.116 1.530  0.006
H 4.351 -4.461 -1.153  0.000
O -0.476 -3.280 -0.586  0.016
H -0.475 -3.385 -1.534  -0.001
H 1.633 0.428 -0.297  -0.029
O 4.285 -3.607 -1.597  0.000
H 4.045 -2.931 -0.948  0.000
C 1.082 -0.803 -3.813  0.002
H 1.421 -0.262 -4.710  0.000
H 1.896 -1.460 -3.467  -0.002
H 0.215 -1.424 -4.074  0.000
C 1.733 1.789 -2.789  -0.014
H 2.727 1.615 -2.345  0.000
H 1.866 1.942 -3.873  -0.003
H 1.304 2.705 -2.353  0.000
C -2.256 0.822 2.772  -0.007
H -2.867 0.441 3.598  0.000
H -1.563 1.588 3.131  -0.001
H -2.927 1.259 2.026  0.002
C -0.816 -1.750 3.269  -0.009
H 0.148 -1.384 3.662  0.002
H -1.522 -1.845 4.104  0.001
H -0.639 -2.747 2.837  0.003
C 2.254 0.996 2.928  -0.002
C 1.960 1.411 1.492  0.021
C 3.055 2.187 0.785  -0.003
O 1.797 0.135 0.633  -0.011
H 3.214 0.457 3.027  0.000
H 1.445 0.383 3.365  0.000
H 2.336 1.890 3.571  0.000
H 0.979 1.901 1.463  0.009
H 3.983 1.599 0.841  0.000
H 2.776 2.344 -0.268  0.001
H 3.253 3.172 1.230  -0.001

* frontier orbital gap (spin up / spin down): 0.1874 / 0.1786 Eh
* expectation value of S²: 4.035
* HOMO level (spin up / spin down): -17.9 / -17.9 eV
* total charge: +3
* multiplicity: 4


4.
Molecular formula: C14H30N3OPPbSSi
Method: DFT, the ωB97M-V functional and the def2-TZVPD basis

Last column: Löwdin charge in e.
CARTESIAN COORDINATES (ANGSTROEM)
Pb 0.161 -0.105 -0.123  0.571
Si 0.182 -2.391 -1.192  0.471
P 0.564 1.343 -2.130  0.626
N -1.925 0.140 0.018  -0.252
H 0.580 1.477 1.162  -0.059
C 0.847 3.034 -1.826  -0.246
H 0.988 3.427 -2.826  0.050
H 1.739 3.187 -1.219  0.058
H -0.014 3.497 -1.345  0.071
C 1.967 0.565 -2.884  -0.252
H 2.089 1.172 -3.775  0.046
H 1.773 -0.475 -3.155  0.046
H 2.862 0.617 -2.259  0.051
C -0.893 1.064 -3.089  -0.245
H -0.653 1.587 -4.010  0.045
H -1.776 1.499 -2.616  0.068
H -1.078 0.004 -3.281  0.044
C 1.905 -3.041 -1.267  -0.341
H 2.314 -3.245 -0.273  0.026
H 2.579 -2.376 -1.814  0.007
H 1.806 -3.981 -1.813  0.016
H -0.720 -3.322 -0.494  -0.057
H -0.341 -2.129 -2.546  -0.071
C -3.187 -0.008 -0.217  -0.521
C -5.402 0.840 0.137  -0.164
C -4.071 0.961 0.391  -0.094
C -3.678 -1.074 -1.069  -0.096
C -5.022 -1.131 -1.281  -0.168
C -5.872 -0.192 -0.687  -0.175
H -6.062 1.565 0.597  0.082
H -3.570 1.723 1.012  0.089
H -2.908 -1.757 -1.476  0.067
H -5.390 -1.928 -1.919  0.084
H -6.931 -0.264 -0.870  0.062
C 3.283 -0.142 0.996  -0.447
O 2.331 -0.468 0.260  -0.221
C 3.089 0.491 2.304  -0.049
H 3.976 1.047 2.594  0.090
H 2.868 -0.251 3.080  0.103
H 2.264 1.208 2.286  0.027
C 4.603 -0.502 0.469  -0.001
H 5.166 0.414 0.312  0.098
H 4.495 -1.042 -0.474  0.091
H 5.111 -1.122 1.199  0.100
N 0.001 1.177 4.638  0.094
C 0.005 0.011 4.030  -0.863
N 0.000 -1.168 4.626  0.084
S -0.055 0.059 2.328  0.607
H 0.000 1.254 5.671  0.131
H 0.000 2.008 4.080  0.099
H 0.000 -2.007 4.080  0.096
H 0.000 -1.253 5.660  0.124

* frontier orbital gap: 0.1436 Eh
* HOMO level: -4.0 eV
* relative energy (zero: lowest compared OMol25 entry of this formula, charge and spin): 65.2 kcal per mole
* multiplicity: 1